No. 1
The following is a quantum chemistry calculation of C36H56BN14O2P as an isolated structure, from the OMol25 dataset.

Calculated values
ΔE to the lowest compared entry with this formula, charge and spin = 0.0 kJ/mol
Multiplicity = 1
E_LUMO = -0.5 eV
Highest occupied orbital energy = -0.269 hartree
Kohn-Sham gap = 6.83 eV

Each line ends with the Mulliken charge.
Positions of all 110 atoms, in Å:
C1 3.029 -3.223 3.494  -0.89
C2 3.133 -3.140 1.885  0.56
C3 4.640 -3.595 1.478  -1.10
C4 2.030 -4.104 1.184  -0.62
B1 0.529 -3.947 1.791  -0.07
C5 -0.353 -2.596 1.843  0.68
C6 -1.888 -2.760 1.470  -0.09
C7 -2.919 -1.590 1.504  -0.67
C8 -2.379 -0.182 1.937  -0.51
C9 -0.876 -0.004 2.287  -0.50
C10 0.190 -1.172 2.267  -0.30
P1 -0.324 -5.547 2.493  1.04
N1 -1.315 -5.193 3.715  -0.93
O1 0.873 -6.599 3.172  -0.59
O2 -1.205 -6.297 1.223  -0.44
H1 2.312 -2.392 3.845  0.11
H2 4.030 -3.046 4.020  0.40
H3 2.609 -4.223 3.885  0.14
H4 3.002 -2.067 1.476  0.24
H5 4.606 -3.995 0.400  0.11
H6 5.098 -4.355 2.218  0.29
H7 5.316 -2.652 1.489  0.32
H8 2.376 -5.190 1.429  0.12
H9 2.075 -4.043 0.023  0.32
H10 -2.312 -3.795 1.167  0.05
H11 -4.038 -1.731 1.261  0.37
H12 -3.132 0.692 1.971  0.36
H13 -0.500 1.030 2.599  0.47
H14 1.282 -1.017 2.560  0.08
H15 -1.312 -4.177 3.904  0.33
H16 0.734 -6.637 4.153  0.30
H17 -1.111 -5.811 0.368  0.43
C11 1.068 -9.799 0.093  -0.94
C12 0.182 -8.693 0.474  0.51
N2 -0.517 -7.812 0.776  -0.43
H18 0.734 -10.282 -0.829  0.30
H19 2.093 -9.457 -0.073  0.20
H20 1.105 -10.569 0.868  0.27
C13 1.668 4.219 2.492  -0.87
C14 0.479 3.530 2.998  0.43
N3 -0.457 2.989 3.397  -0.55
H21 1.994 3.807 1.533  0.24
H22 1.481 5.285 2.339  0.32
H23 2.509 4.134 3.184  0.36
C15 6.232 -6.899 -0.441  -0.73
C16 6.439 -5.526 -0.912  0.41
N4 6.601 -4.448 -1.282  -0.40
H24 5.181 -7.091 -0.213  0.18
H25 6.541 -7.632 -1.191  0.33
H26 6.804 -7.103 0.467  0.26
C17 -1.618 2.479 -0.201  -0.54
C18 -0.635 3.496 -0.582  0.40
N5 0.139 4.296 -0.881  -0.45
H27 -2.219 2.799 0.652  0.25
H28 -2.308 2.259 -1.019  0.24
H29 -1.136 1.538 0.077  0.12
C19 2.971 6.750 -1.646  -0.44
C20 3.118 6.877 -0.193  0.41
N6 3.233 6.977 0.949  -0.49
H30 1.927 6.834 -1.954  -0.03
H31 3.529 7.525 -2.176  0.34
H32 3.338 5.784 -2.005  0.18
C21 -4.801 -4.883 3.352  -0.63
C22 -5.004 -4.217 2.062  0.58
N7 -5.164 -3.693 1.048  -0.56
H33 -5.099 -4.244 4.186  0.26
H34 -5.384 -5.803 3.425  0.26
H35 -3.751 -5.151 3.506  0.08
C23 -4.157 2.948 -4.434  -0.69
C24 -4.027 3.070 -2.979  0.43
N8 -3.923 3.166 -1.836  -0.49
H36 -5.197 3.043 -4.755  0.32
H37 -3.586 3.720 -4.955  0.07
H38 -3.795 1.981 -4.792  0.31
C25 -1.432 7.351 -2.645  -0.47
C26 -0.447 8.368 -3.025  0.33
N9 0.327 9.166 -3.324  -0.40
H39 -2.034 7.673 -1.791  0.27
H40 -2.122 7.133 -3.464  0.24
H41 -0.951 6.409 -2.366  0.05
C27 6.557 5.908 -2.301  -0.78
C28 6.343 6.572 -3.591  0.37
N10 6.175 7.093 -4.603  -0.38
H42 6.261 6.547 -1.465  0.24
H43 5.980 4.984 -2.223  0.26
H44 7.608 5.647 -2.153  0.31
C29 -2.196 4.558 -8.277  -0.54
C30 -3.489 4.139 -7.728  0.47
N11 -4.506 3.810 -7.296  -0.46
H45 -2.136 5.648 -8.384  0.01
H46 -1.368 4.249 -7.635  0.27
H47 -2.020 4.124 -9.265  0.31
C31 3.268 -0.852 6.901  -0.89
C32 3.070 -0.187 5.610  0.42
N12 2.914 0.334 4.595  -0.38
H48 2.966 -0.211 7.733  0.33
H49 2.686 -1.774 6.972  0.27
H50 4.316 -1.117 7.060  0.28
C33 -3.237 8.989 -8.888  -0.84
C34 -2.188 8.043 -8.500  0.42
N13 -1.363 7.298 -8.195  -0.47
H51 -2.856 10.012 -8.940  0.31
H52 -3.654 8.747 -9.869  0.28
H53 -4.064 8.987 -8.174  0.27
C35 -8.620 -4.684 4.561  -0.84
C36 -7.563 -5.624 4.947  0.47
N14 -6.733 -6.361 5.250  -0.44
H54 -8.244 -3.659 4.503  0.27
H55 -9.040 -4.931 3.584  0.27
H56 -9.443 -4.688 5.280  0.32

***

No. 2
The following is a quantum chemistry calculation of C36H56Br2LaN3O4PSSi3 as an isolated structure, from the OMol25 dataset.

Calculated values
ΔE to the lowest compared entry with this formula, charge and spin = 0.0 kJ/mol
Total charge = +3
Multiplicity = 1
E_LUMO (spin up / spin down) = -10.1 / -10.6 eV
Highest occupied orbital energy (spin up / spin down) = -0.544 / -0.593 hartree
Kohn-Sham gap (spin up / spin down) = 4.69 / 5.58 eV

Each line ends with the Mulliken charge.
Positions of all 107 atoms, in Å:
La1 -0.344 0.116 -0.911  1.04
C1 -2.066 0.593 3.378  -1.37
C2 -2.521 1.901 3.432  -1.11
C3 -2.168 2.769 2.412  -1.21
C4 -1.346 2.318 1.379  -0.06
N1 -0.954 1.032 1.303  1.81
C5 -1.314 0.201 2.283  -0.31
C6 -0.873 3.229 0.316  1.14
C7 -0.901 4.613 0.482  -0.84
C8 -0.505 5.440 -0.556  -1.03
C9 -0.084 4.859 -1.742  -1.21
C10 -0.062 3.477 -1.825  -0.83
N2 -0.436 2.666 -0.831  1.20
H1 -2.295 -0.108 4.165  0.57
H2 -3.132 2.244 4.253  0.59
H3 -2.545 3.779 2.420  0.59
H4 -0.973 -0.825 2.192  0.54
H5 -1.224 5.052 1.412  0.45
H6 -0.529 6.513 -0.442  0.54
H7 0.229 5.460 -2.581  0.59
H8 0.270 3.004 -2.742  0.66
C11 2.233 -2.147 0.033  -0.70
O1 1.808 -0.866 0.503  -0.83
Si1 2.673 -0.200 1.800  0.20
C12 4.417 -0.936 2.019  -1.36
C13 1.741 -0.655 3.401  -1.28
C14 2.916 1.607 1.274  1.03
Si2 4.095 1.965 -0.206  0.16
C15 4.539 0.458 -1.275  -1.01
C16 3.264 3.269 -1.334  -0.73
C17 5.695 2.653 0.603  -1.18
Si3 2.665 2.961 2.584  0.05
C18 2.794 4.707 1.847  -1.03
C19 1.052 2.959 3.602  -0.78
C20 4.063 2.464 3.806  -1.17
H9 1.845 -2.937 0.680  0.19
H10 3.319 -2.214 0.023  0.57
H11 1.864 -2.297 -0.983  0.05
H12 4.355 -1.968 2.354  0.47
H13 4.961 -0.392 2.782  0.40
H14 5.014 -0.910 1.116  0.39
H15 2.447 -0.761 4.218  0.51
H16 1.229 -1.609 3.300  0.44
H17 1.007 0.077 3.717  0.18
H18 3.723 -0.250 -1.360  -0.08
H19 5.411 -0.068 -0.896  0.46
H20 4.792 0.778 -2.282  0.52
H21 2.825 2.785 -2.201  0.29
H22 4.012 3.961 -1.704  0.57
H23 2.495 3.845 -0.835  -0.07
H24 6.229 1.876 1.140  0.36
H25 5.511 3.474 1.286  0.34
H26 6.349 3.012 -0.185  0.42
H27 1.884 4.986 1.323  0.21
H28 3.622 4.827 1.159  0.30
H29 2.931 5.431 2.645  0.51
H30 1.268 3.358 4.587  0.66
H31 0.304 3.604 3.153  0.16
H32 0.609 1.982 3.743  0.03
H33 4.955 2.087 3.324  0.27
H34 3.699 1.714 4.499  0.34
H35 4.336 3.347 4.374  0.48
Br1 -2.003 0.665 -3.438  0.03
C21 -3.176 2.186 -3.065  -0.71
Br2 -3.584 2.153 -1.194  0.03
H36 -4.091 2.091 -3.649  0.57
H37 -2.645 3.108 -3.296  0.49
O2 1.107 0.933 -3.122  -0.16
N3 1.469 0.327 -2.156  0.04
O3 -0.210 -1.769 -2.180  -0.01
S1 -0.062 -3.134 -2.852  -0.08
C22 -1.728 -3.408 -3.506  0.77
C23 -2.089 -2.515 -4.504  -0.86
C24 -3.358 -2.570 -5.052  -0.90
C25 -4.248 -3.544 -4.624  -0.68
C26 -3.862 -4.468 -3.666  -0.50
C27 -2.599 -4.403 -3.094  -0.42
C28 -0.109 -4.320 -1.494  0.57
C29 -0.522 -3.924 -0.233  0.16
C30 -0.528 -4.851 0.797  -1.24
C31 -0.116 -6.154 0.559  -0.82
C32 0.283 -6.542 -0.711  -0.69
C33 0.295 -5.623 -1.746  -0.51
H38 -1.366 -1.787 -4.845  0.93
H39 -3.638 -1.869 -5.822  0.49
H40 -5.238 -3.596 -5.047  0.46
H41 -4.538 -5.253 -3.367  0.47
H42 -2.306 -5.134 -2.356  0.49
H43 -0.837 -2.896 -0.075  0.78
H44 -0.856 -4.562 1.784  0.55
H45 -0.100 -6.870 1.364  0.46
H46 0.586 -7.560 -0.897  0.47
H47 0.607 -5.915 -2.737  0.52
C34 -4.717 -0.599 1.194  -1.13
P1 -3.877 -1.443 -0.187  0.54
C35 -4.960 -1.260 -1.642  -0.80
C36 -3.858 -3.212 0.238  -0.94
O4 -2.483 -0.899 -0.425  -0.20
H48 -4.286 -0.908 2.143  0.31
H49 -5.767 -0.873 1.184  0.51
H50 -4.631 0.481 1.094  0.24
H51 -5.862 -1.843 -1.482  0.48
H52 -4.459 -1.615 -2.540  -0.09
H53 -5.246 -0.219 -1.763  0.39
H54 -4.871 -3.542 0.451  0.56
H55 -3.242 -3.380 1.119  0.28
H56 -3.460 -3.794 -0.591  0.06

***

No. 3
The following is a quantum chemistry calculation of C36H56BrLuN7O6PS2Se2 as an isolated structure, from the OMol25 dataset.

Calculated values
ΔE to the lowest compared entry with this formula, charge and spin = 0.0 kJ/mol
Total charge = +2
Multiplicity = 1
E_LUMO = -3.9 eV
Highest occupied orbital energy = -0.453 hartree
Kohn-Sham gap = 8.41 eV

Each line ends with the Mulliken charge.
Positions of all 112 atoms, in Å:
Lu1 -0.449 -0.726 0.099  1.88
N1 1.468 0.888 0.287  -0.23
C1 2.525 0.653 -0.736  0.54
C2 3.890 1.209 -0.283  -0.53
C3 4.658 1.891 -1.386  -0.83
C4 5.511 0.938 -2.236  -1.09
N2 6.621 0.345 -1.475  -0.12
C5 6.906 -0.952 -1.429  0.67
N3 5.999 -1.885 -1.682  -0.25
N4 8.166 -1.326 -1.108  -0.42
C6 2.443 -0.843 -1.091  -0.09
O1 3.306 -1.325 -1.813  -1.07
O2 1.457 -1.494 -0.655  -0.36
H1 1.332 1.887 0.401  -0.12
H2 1.760 0.554 1.202  0.20
H3 2.248 1.185 -1.640  0.20
H4 4.513 0.461 0.218  0.38
H5 3.615 1.937 0.475  0.42
H6 5.280 2.658 -0.917  0.47
H7 3.965 2.379 -2.057  0.41
H8 5.985 1.489 -3.068  0.34
H9 4.929 0.137 -2.659  0.46
H10 7.309 0.972 -1.105  0.26
H11 4.993 -1.622 -1.750  0.27
H12 6.284 -2.841 -1.903  0.28
H13 8.943 -0.690 -1.259  0.23
H14 8.396 -2.318 -1.040  0.23
C7 -3.948 -0.802 0.159  -0.71
O3 -2.834 -0.269 -0.578  0.57
C8 -3.082 0.915 -1.230  0.13
C9 -4.336 1.441 -1.431  -0.59
C10 -4.441 2.702 -2.011  -0.65
Br1 -6.094 3.487 -2.282  -0.14
C11 -3.330 3.457 -2.321  -0.97
C12 -2.078 2.904 -2.086  0.55
C13 -1.960 1.622 -1.615  0.96
O4 -0.745 0.984 -1.466  -0.17
C14 -0.891 3.745 -2.275  0.28
N5 -0.764 4.654 -3.160  -0.70
C15 0.435 5.286 -2.851  0.39
C16 1.023 6.339 -3.522  -0.82
C17 2.191 6.835 -2.998  -0.52
C18 2.779 6.282 -1.835  -0.73
C19 2.202 5.214 -1.193  -0.74
C20 1.037 4.707 -1.731  0.54
N6 0.194 3.660 -1.342  0.11
H15 -4.735 -1.116 -0.526  0.25
H16 -4.353 -0.066 0.853  0.48
H17 -3.524 -1.620 0.725  -0.33
H18 -5.234 0.896 -1.154  0.60
H19 -3.433 4.460 -2.725  0.62
H20 -0.006 1.641 -1.531  -0.10
H21 0.544 6.722 -4.410  0.50
H22 2.683 7.673 -3.473  0.41
H23 3.688 6.731 -1.477  0.45
H24 2.699 4.793 -0.326  0.48
H25 -0.034 3.527 -0.363  -0.11
C21 -5.617 -4.283 -1.097  -1.12
Se1 -3.738 -4.126 -1.475  0.19
C22 -3.042 -5.240 -0.070  -0.81
C23 -3.087 -4.674 1.331  -0.79
Se2 -1.742 -3.306 1.829  0.30
C24 -0.280 -4.593 1.859  -1.21
H26 -5.978 -5.281 -1.320  0.36
H27 -6.142 -3.556 -1.692  0.35
H28 -5.813 -4.058 -0.044  0.31
H29 -2.008 -5.464 -0.352  0.07
H30 -3.558 -6.193 -0.061  0.64
H31 -2.986 -5.478 2.066  0.61
H32 -4.042 -4.187 1.556  0.35
H33 -0.466 -5.312 2.664  0.42
H34 0.697 -4.121 1.989  0.36
H35 -0.316 -5.164 0.924  0.36
C25 -0.807 -5.059 -4.988  -1.53
C26 -0.802 -4.057 -3.872  1.22
C27 -1.368 -2.795 -4.008  -1.07
C28 -1.412 -1.916 -2.950  -0.70
N7 -0.881 -2.246 -1.766  0.55
C29 -0.305 -3.440 -1.640  -0.43
C30 -0.285 -4.394 -2.642  -1.11
H36 -1.250 -4.660 -5.904  0.39
H37 -1.376 -5.918 -4.671  0.34
H38 0.198 -5.390 -5.273  0.35
H39 -1.792 -2.479 -4.960  0.39
H40 -1.823 -0.904 -2.997  0.27
H41 0.127 -3.627 -0.669  0.60
H42 0.168 -5.361 -2.422  0.49
C31 -0.627 3.600 3.834  -1.04
C32 0.566 2.825 4.274  0.65
C33 0.664 2.609 5.763  -1.37
O5 0.749 1.534 3.574  -0.55
P1 -0.334 0.397 3.293  1.39
S1 0.709 -1.198 2.631  -0.69
S2 -1.653 0.929 1.902  -0.89
O6 -0.979 0.195 4.705  -0.07
C34 -2.289 -0.436 4.974  1.09
C35 -3.060 0.496 5.865  -1.49
C36 -2.026 -1.805 5.567  -1.33
H43 -0.554 4.626 4.209  0.48
H44 -1.549 3.183 4.206  0.15
H45 -0.698 3.626 2.764  0.11
H46 1.481 3.381 4.003  0.23
H47 -0.137 2.020 6.165  0.21
H48 0.595 3.611 6.186  0.46
H49 1.592 2.155 6.054  0.35
H50 -2.801 -0.532 3.995  -0.07
H51 -2.572 0.589 6.830  0.33
H52 -4.061 0.102 6.020  0.44
H53 -3.150 1.473 5.383  0.28
H54 -1.562 -1.698 6.544  0.39
H55 -1.346 -2.400 4.955  0.18
H56 -2.939 -2.363 5.750  0.41

***

no.,largest force on an atom (eV/A)
1,13.035
2,8.660
3,1.354